Here is a structure of composition C22H30B2ClCoF4N5O9 at a distorted geometry from the Open Molecules 2025 dataset. Energies are from ωB97M-V with the def2-TZVPD basis set.

Properties
Energy relative to the best compared isomer or geometry (same formula, charge and spin) (kcal/mol): 32.0
Spin multiplicity: 4
LUMO (spin up / spin down) (eV): 3.9 / 3.9
F_max (eV/Å): 1.25
Net charge: -2

Last column: Mulliken charge in e.
Positions of all 74 atoms, in Å:
1 C -1.7749 -1.6877 -0.5420  -1.02
2 C -3.1786 3.2576 2.3990  -1.52
3 O 2.5274 2.2883 -0.1484  -0.66
4 H 0.7130 -1.0733 3.6171  0.10
5 C -2.6755 0.5331 -1.2315  -1.89
6 C -2.4996 0.8205 2.8335  0.72
7 C 1.6471 -1.5100 3.2455  -1.83
8 H -0.4858 -1.5331 -2.9101  0.17
9 C -0.2343 0.3096 -0.7832  -1.57
10 C -4.7485 1.3326 2.1982  -0.99
11 H -2.5024 3.5076 1.5803  0.25
12 H 1.2446 1.3151 -4.9598  0.31
13 C 0.9634 -3.8970 1.2898  -1.65
14 H -0.9150 0.1198 -3.3665  0.20
15 F 3.1219 -3.5694 -2.7218  -0.36
16 H -4.4167 -1.9916 2.7548  0.41
17 C 1.6902 -1.4696 1.7530  0.61
18 O -0.6910 2.8603 0.2553  -0.70
19 H 2.8669 3.6632 -1.9601  0.46
20 C 2.3638 1.6435 -2.2948  0.61
21 H -2.4811 1.4763 -1.7487  0.32
22 B 2.9348 1.9452 1.2568  0.87
23 N 1.5745 -2.2221 -0.4163  1.32
24 O 4.2064 -0.8230 -0.6594  -0.15
25 F 2.5121 3.0437 2.0291  -0.41
26 H 2.4668 -0.9045 3.6318  0.32
27 N 4.8187 -1.9036 -0.3614  0.07
28 C -0.4321 2.0368 2.4940  -1.13
29 H 1.0420 -4.0409 2.3650  0.48
30 C -2.8608 -0.5210 2.9283  -0.44
31 H 1.4507 3.4406 -2.9904  0.28
32 N 2.0305 -0.3439 1.1068  1.54
33 C 1.4127 -2.5328 0.8884  0.27
34 C 2.0762 0.6639 -4.6789  -2.00
35 H 2.9992 1.0970 -5.0696  0.40
36 H 3.0676 3.1412 -3.6547  0.44
37 Cl -6.7439 -0.4876 2.0081  -0.29
38 H -3.5656 0.0645 -1.6690  0.49
39 O -0.4530 0.6405 0.6152  0.72
40 F 4.3268 1.8587 1.3370  -0.36
41 O 2.2900 0.7640 1.8685  -0.75
42 F 1.0132 -3.8555 -3.5325  -0.42
43 Co 2.0406 -0.4857 -0.7345  -3.60
44 H -2.8996 0.7616 -0.1863  0.05
45 C 2.1467 0.5163 -3.1945  1.05
46 H -0.6496 3.0614 2.7843  0.19
47 C -1.4619 -0.4155 -1.3344  2.86
48 H -0.1056 1.2442 -1.3351  1.01
49 H 1.7412 -2.5277 3.6190  0.66
50 H -4.1128 3.7987 2.2484  0.47
51 H 0.6008 1.8083 2.7553  0.43
52 C 2.4491 3.0585 -2.7601  -1.96
53 B 1.8189 -3.0715 -2.6924  0.79
54 C -0.5421 1.9017 0.9827  1.01
55 N 2.4165 1.3129 -1.0477  0.88
56 H -1.0022 -2.4372 -0.7179  0.04
57 C -4.1502 -0.9467 2.6766  -0.50
58 H -1.8224 -1.4653 0.5254  -0.18
59 O -1.2218 1.0856 3.2159  -0.57
60 H -5.5064 2.0537 1.9201  0.34
61 H -2.7266 3.6077 3.3289  0.27
62 O 4.6077 -2.3543 0.7533  -0.42
63 C -3.4542 1.7763 2.4652  1.29
64 H -2.0884 -1.2286 3.2023  0.30
65 H -2.1726 -1.1307 -3.2451  0.54
66 C -5.0885 -0.0006 2.3071  0.15
67 H 1.9245 -0.3173 -5.1183  0.47
68 H -2.7408 -2.1014 -0.8541  0.58
69 N 2.0125 -0.6204 -2.5917  1.29
70 H -0.0746 -4.0584 0.9811  0.22
71 C -1.2424 -0.7616 -2.8022  -1.82
72 O 1.2290 -3.1789 -1.3462  -0.68
73 O 1.8007 -1.7003 -3.3357  -0.69
74 H 1.5731 -4.6418 0.7742  0.29

Atoms 1-2, force components in eV/Å:
C 0.1 0.0 -0.1
C 0.0 -0.1 0.0